The following is a DFT calculation (ωB97M-V with the def2-TZVPD basis set) of a cluster of 14 separate species, C54H142N12O20 in total.

Last column: Mulliken charge in e.
Cartesian coordinates (Å):
C  24.035  9.320  11.643  -0.160
O  25.232  9.955  11.257  -0.431
C  25.161  11.279  10.705  0.048
C  26.441  12.038  11.228  -0.832
N  26.721  13.294  10.568  -0.275
C  27.879  14.102  11.028  -0.484
C  27.870  15.439  10.204  -0.861
O  26.847  16.312  10.610  -0.356
C  26.934  17.608  9.903  -0.899
H  24.392  8.364  12.027  0.404
H  23.474  9.104  10.734  0.409
H  23.483  9.923  12.365  -0.380
H  24.239  11.822  10.917  -0.259
H  25.240  11.192  9.622  0.332
H  27.285  11.362  11.094  0.468
H  26.186  12.198  12.275  0.279
H  25.884  13.856  10.633  0.188
H  28.890  13.763  10.805  0.445
H  27.892  14.402  12.076  0.260
H  27.807  15.211  9.140  0.408
H  28.873  15.867  10.207  0.511
H  27.121  17.498  8.835  0.314
H  27.709  18.153  10.442  0.337
H  26.071  18.261  10.035  0.294
C  19.731  7.351  22.962  -0.772
O  18.797  8.000  22.107  -0.323
C  17.943  8.968  22.699  -0.927
C  17.771  10.183  21.824  -0.273
N  19.061  10.810  21.503  0.723
C  19.650  11.608  22.532  -0.029
C  21.120  11.640  22.159  -0.634
O  21.702  10.311  22.148  -0.183
C  23.078  10.323  21.828  -0.698
H  19.303  6.727  23.747  0.373
H  20.366  8.093  23.446  0.283
H  20.307  6.643  22.366  0.237
H  18.146  9.155  23.754  0.362
H  16.991  8.448  22.802  0.590
H  17.299  10.965  22.419  0.189
H  17.253  9.995  20.883  0.070
H  19.764  10.087  21.446  -0.326
H  19.544  11.193  23.534  0.344
H  19.291  12.637  22.515  -0.105
H  21.701  12.276  22.827  0.646
H  21.179  12.129  21.187  0.035
H  23.469  9.337  22.077  0.204
H  23.604  11.092  22.394  0.341
H  23.213  10.497  20.760  0.116
C  19.888  13.183  18.323  -0.102
O  20.010  12.731  16.936  0.845
C  21.335  12.993  16.403  0.337
C  21.357  12.951  14.872  0.275
N  21.418  11.600  14.369  0.631
C  20.028  11.028  14.362  2.357
C  19.945  9.657  13.689  -1.183
O  20.205  9.733  12.289  0.144
C  20.666  8.444  11.810  -1.104
H  20.369  12.443  18.963  0.177
H  18.821  13.194  18.545  -0.485
H  20.427  14.125  18.425  0.016
H  22.020  12.275  16.854  -0.103
H  21.704  14.000  16.603  0.097
H  22.204  13.530  14.503  -0.918
H  20.553  13.558  14.456  -0.627
H  21.655  11.803  13.408  -0.057
H  19.321  11.627  13.787  -0.683
H  19.520  11.146  15.319  -0.977
H  18.937  9.242  13.698  -0.398
H  20.752  9.134  14.203  0.609
H  21.010  8.639  10.795  0.481
H  19.922  7.649  11.858  0.267
H  21.600  8.176  12.305  0.194
C  16.723  15.353  24.378  -0.796
O  16.250  14.924  23.130  -0.401
C  17.125  14.396  22.126  -0.029
C  16.464  14.302  20.740  0.538
N  15.699  15.512  20.461  -0.339
C  16.511  16.674  20.406  -0.044
C  15.575  17.883  20.218  -0.881
O  14.535  17.824  21.173  -0.286
C  13.693  19.016  21.273  -0.818
H  15.798  15.616  24.891  0.252
H  17.388  16.196  24.193  0.297
H  17.310  14.545  24.817  0.261
H  17.300  13.335  22.309  0.004
H  18.104  14.863  22.020  0.458
H  15.763  13.468  20.788  0.108
H  17.142  14.148  19.901  -0.740
H  15.105  15.653  21.266  0.414
H  17.214  16.661  19.574  0.139
H  17.068  16.845  21.328  0.201
H  15.102  17.797  19.240  0.349
H  16.198  18.775  20.274  0.452
H  14.290  19.928  21.297  0.318
H  13.105  18.911  22.185  0.248
H  13.031  19.303  20.456  0.303
C  18.237  14.021  12.402  0.478
O  17.206  15.035  12.415  -0.584
C  15.948  14.711  12.866  0.512
C  14.901  15.837  12.771  -1.050
N  13.637  15.267  13.078  -0.085
C  12.551  16.208  13.207  -0.456
C  11.272  15.504  13.793  -0.484
O  10.198  16.416  14.158  -0.381
C  10.510  17.472  15.097  -0.719
H  19.011  14.451  11.767  0.127
H  18.043  13.043  11.962  -0.219
H  18.528  13.797  13.429  -0.099
H  16.029  14.496  13.932  -0.236
H  15.690  13.777  12.367  0.116
H  14.897  16.279  11.775  0.390
H  15.169  16.597  13.505  0.335
H  13.550  14.458  12.481  0.208
H  12.333  16.641  12.230  0.229
H  12.860  16.939  13.954  0.315
H  11.507  14.961  14.708  0.336
H  10.914  14.689  13.165  0.344
H  11.268  18.195  14.797  0.263
H  10.878  17.006  16.011  0.311
H  9.630  17.958  15.517  0.280
C  13.815  11.470  18.497  -0.850
O  14.476  11.780  17.330  -0.323
C  15.946  11.624  17.288  -0.826
C  16.427  11.787  15.826  0.906
N  15.593  10.966  15.006  -0.080
C  15.952  9.557  15.174  0.497
C  15.058  8.656  14.359  -0.437
O  13.639  8.751  14.584  -0.368
C  13.257  8.415  15.878  -0.422
H  12.741  11.444  18.313  0.320
H  13.967  12.177  19.313  0.164
H  14.138  10.569  19.018  0.363
H  16.326  10.725  17.772  0.466
H  16.250  12.530  17.813  0.640
H  17.493  11.580  15.727  -0.551
H  16.149  12.802  15.543  -0.654
H  14.640  11.118  15.302  0.519
H  15.921  9.197  16.202  0.320
H  16.948  9.227  14.879  -0.507
H  15.403  7.622  14.361  0.452
H  15.307  8.985  13.350  -0.225
H  12.174  8.498  15.969  0.270
H  13.709  9.075  16.619  0.038
H  13.396  7.380  16.190  0.306
C  16.806  8.416  10.501  -1.019
C  15.879  9.592  10.213  0.723
C  16.511  10.972  10.323  -1.004
O  15.375  9.366  8.945  -0.621
H  16.490  7.421  10.188  0.428
H  17.092  8.391  11.552  0.070
H  17.825  8.503  10.124  0.226
H  15.049  9.427  10.899  -0.016
H  16.881  11.178  11.327  -0.075
H  15.676  11.664  10.219  0.453
H  17.206  11.426  9.617  0.494
H  15.641  10.022  8.297  0.360
C  21.531  8.440  19.056  -0.726
C  20.408  8.289  17.991  0.200
C  19.414  9.448  17.700  0.697
O  21.079  7.874  16.796  -0.652
H  22.118  7.534  19.206  0.416
H  21.113  8.694  20.030  -0.004
H  22.160  9.294  18.805  -0.045
H  19.855  7.368  18.179  0.370
H  19.919  10.320  17.285  -0.577
H  18.885  9.830  18.573  -0.014
H  18.656  9.118  16.989  -0.042
H  21.723  8.530  16.521  0.175
C  17.897  15.261  16.343  0.454
C  18.983  16.303  16.441  1.679
C  19.670  16.578  15.133  -1.161
O  18.478  17.492  16.838  -0.634
H  17.483  15.113  17.341  -0.324
H  18.300  14.277  16.102  -0.612
H  17.192  15.629  15.597  0.496
H  19.792  15.918  17.062  -0.972
H  19.039  17.184  14.483  0.395
H  19.934  15.609  14.709  0.018
H  20.570  17.194  15.137  0.319
H  17.625  17.493  16.398  0.501
C  24.919  13.778  18.242  -1.108
C  24.519  15.256  18.048  0.613
C  25.613  15.962  17.287  -1.817
O  23.443  15.387  17.267  0.005
H  24.824  13.231  17.304  0.011
H  24.264  13.181  18.877  0.198
H  25.975  13.756  18.513  0.510
H  24.433  15.667  19.054  0.626
H  25.329  17.015  17.301  0.414
H  25.784  15.610  16.270  0.177
H  26.455  15.849  17.970  0.520
H  23.702  15.299  16.347  0.084
C  24.820  10.645  15.151  -1.153
C  23.909  9.380  15.339  1.282
C  24.635  8.310  16.181  -1.774
O  22.771  9.830  16.044  0.275
H  25.606  10.362  14.452  0.521
H  25.323  11.010  16.046  0.383
H  24.185  11.436  14.751  -0.061
H  23.633  9.083  14.328  -0.510
H  25.579  8.086  15.684  0.448
H  24.042  7.396  16.131  0.452
H  24.862  8.511  17.228  0.264
H  22.168  10.431  15.599  -0.193
C  21.400  12.149  10.582  0.015
O  21.774  12.327  11.732  -0.190
N  21.749  12.853  9.625  -0.286
N  20.661  11.140  10.134  -0.153
H  21.361  12.761  8.697  0.157
H  22.411  13.562  9.907  0.270
H  20.221  10.496  10.775  0.363
H  20.484  11.104  9.140  0.122
C  21.434  16.359  20.660  0.444
O  20.680  16.814  21.468  -0.691
N  22.169  15.335  20.980  -0.209
N  21.548  16.653  19.382  -0.114
H  22.812  14.799  20.414  0.107
H  22.054  15.018  21.932  0.145
H  22.315  16.309  18.822  0.016
H  21.083  17.510  19.119  0.195
C  24.418  14.891  13.412  0.258
O  24.268  14.562  14.564  -0.659
N  25.165  15.879  13.041  -0.269
N  23.950  14.228  12.372  0.413
H  25.584  15.871  12.123  0.026
H  25.747  16.178  13.811  0.286
H  23.337  13.438  12.514  -0.538
H  24.014  14.703  11.483  0.399

LUMO energy in eV: -0.05
Orbital gap in eV: 8.09
HOMO energy in eV: -8.1
2S+1: 1